Entry 1:
{"formula": "C15H45AlO8", "method": "ωB97M-V/def2-TZVPD", "species": ["Al", "C", "O", "H", "H", "H", "C", "C", "O", "H", "H", "H", "H", "H", "H", "C", "C", "O", "H", "H", "H", "H", "H", "H", "C", "C", "O", "H", "H", "H", "H", "H", "H", "C", "C", "O", "H", "H", "H", "H", "H", "H", "C", "C", "O", "H", "H", "H", "H", "H", "H", "C", "C", "O", "H", "H", "H", "H", "H", "H", "C", "C", "O", "H", "H", "H", "H", "H", "H"], "positions_angstrom": [[-6.118, 11.263, -31.457], [-3.910, 8.230, -29.688], [-4.246, 9.625, -29.808], [-2.875, 7.928, -29.845], [-4.199, 7.729, -28.764], [-4.457, 7.758, -30.504], [-8.704, 6.435, -30.424], [-7.466, 7.291, -30.344], [-7.881, 8.607, -30.752], [-9.078, 6.424, -31.447], [-9.418, 6.695, -29.643], [-8.515, 5.374, -30.258], [-6.668, 6.795, -30.897], [-7.084, 7.530, -29.351], [-8.200, 9.142, -30.022], [-0.095, 9.168, -28.154], [0.163, 10.404, -27.308], [-0.889, 11.339, -27.426], [-0.932, 8.565, -27.800], [0.709, 8.434, -28.102], [-0.449, 9.335, -29.171], [1.048, 10.914, -27.690], [0.283, 10.150, -26.255], [-1.714, 10.910, -27.186], [-5.717, 7.272, -35.120], [-5.299, 8.702, -34.614], [-5.507, 8.844, -33.250], [-5.191, 6.519, -34.533], [-5.391, 7.261, -36.160], [-6.775, 7.055, -34.976], [-5.737, 9.543, -35.151], [-4.226, 8.831, -34.755], [-5.101, 8.064, -32.863], [0.609, 9.266, -33.292], [-0.167, 8.396, -32.337], [-1.458, 9.084, -32.046], [0.217, 8.952, -34.260], [1.674, 9.069, -33.174], [0.443, 10.344, -33.282], [0.372, 8.013, -31.471], [-0.492, 7.485, -32.839], [-1.864, 8.915, -31.193], [-4.828, 9.870, -24.848], [-4.190, 9.514, -26.175], [-3.819, 10.555, -27.036], [-5.886, 10.076, -25.008], [-4.306, 10.666, -24.316], [-4.770, 9.021, -24.166], [-4.925, 8.856, -26.639], [-3.304, 8.954, -25.878], [-3.769, 10.252, -27.946], [-1.514, 5.470, -27.733], [-1.461, 5.726, -26.182], [-0.542, 4.833, -25.687], [-2.313, 5.864, -28.361], [-1.579, 4.393, -27.889], [-0.618, 5.762, -28.280], [-2.450, 5.546, -25.760], [-1.279, 6.744, -25.836], [-0.790, 4.583, -24.794], [-6.322, 13.771, -26.927], [-5.354, 13.592, -28.110], [-5.506, 12.261, -28.679], [-6.426, 14.742, -26.442], [-6.134, 13.098, -26.091], [-7.317, 13.393, -27.160], [-4.299, 13.579, -27.838], [-5.547, 14.330, -28.889], [-4.973, 11.742, -28.071]], "lumo_ha": [-0.135, -0.223], "e_tot_ev": -39249.4923, "multiplicity": 2, "e_homo_ev": [-12.2, -12.2], "gap_ev": [8.6, 6.2], "total_charge": 1}



Entry 2:
{"formula": "C15H45BaN4O25P4", "method": "ωB97M-V/def2-TZVPD", "species": ["Ba", "N", "O", "O", "O", "C", "N", "O", "O", "H", "H", "H", "C", "N", "O", "O", "H", "H", "H", "C", "N", "O", "O", "H", "H", "H", "C", "O", "P", "O", "O", "C", "O", "C", "H", "H", "H", "H", "H", "H", "H", "H", "H", "C", "O", "P", "O", "O", "C", "O", "C", "H", "H", "H", "H", "H", "H", "H", "H", "H", "C", "O", "P", "O", "O", "C", "O", "C", "H", "H", "H", "H", "H", "H", "H", "H", "H", "C", "O", "P", "O", "O", "C", "O", "C", "H", "H", "H", "H", "H", "H", "H", "H", "H"], "positions_angstrom": [[3.628, -1.315, 0.913], [0.688, 0.098, 0.384], [0.877, -0.635, 1.377], [-0.452, 0.335, -0.019], [1.670, 0.625, -0.199], [-3.128, -1.079, 1.702], [-4.300, -1.046, 0.794], [-4.368, -0.168, -0.035], [-5.056, -1.991, 0.840], [-3.380, -1.585, 2.626], [-2.927, -0.044, 1.989], [-2.265, -1.365, 1.110], [-2.302, 2.927, 0.080], [-3.471, 3.208, 0.931], [-4.236, 4.061, 0.572], [-3.640, 2.510, 1.900], [-1.441, 2.745, 0.718], [-2.060, 3.797, -0.528], [-2.503, 2.058, -0.539], [3.510, 1.105, -3.009], [3.071, -0.317, -2.852], [2.137, -0.710, -3.479], [3.643, -1.006, -2.009], [2.803, 1.564, -3.690], [4.527, 1.132, -3.384], [3.401, 1.526, -2.013], [0.177, 2.365, 3.185], [0.972, 3.136, 2.293], [1.001, 4.719, 2.255], [1.439, 5.408, 3.473], [1.880, 4.949, 0.952], [1.645, 4.208, -0.241], [-0.472, 5.146, 1.732], [-1.459, 5.461, 2.719], [-0.229, 3.009, 3.966], [0.885, 1.696, 3.683], [-0.566, 1.737, 2.694], [2.398, 3.424, -0.361], [1.793, 4.905, -1.065], [0.665, 3.741, -0.302], [-1.022, 5.944, 3.599], [-2.081, 4.609, 2.985], [-2.024, 6.314, 2.330], [-1.499, 6.595, -5.126], [-1.253, 5.186, -5.155], [-1.651, 4.334, -3.857], [-1.095, 4.773, -2.574], [-3.237, 4.296, -4.001], [-3.953, 3.301, -3.260], [-1.108, 2.894, -4.303], [-0.528, 2.049, -3.337], [-2.064, 6.823, -6.035], [-0.558, 7.137, -5.218], [-2.094, 6.927, -4.276], [-3.328, 2.737, -2.562], [-4.374, 2.587, -3.962], [-4.693, 3.777, -2.621], [-1.044, 1.080, -3.381], [-0.717, 2.239, -2.275], [0.538, 1.898, -3.478], [2.716, -6.412, 2.046], [2.673, -5.805, 3.357], [2.201, -4.294, 3.501], [2.855, -3.341, 2.572], [0.608, -4.339, 3.545], [-0.160, -3.146, 3.253], [2.608, -3.955, 5.008], [2.266, -4.845, 6.051], [2.105, -7.311, 2.009], [3.749, -6.618, 1.779], [2.266, -5.715, 1.333], [0.485, -2.287, 3.091], [-0.871, -3.049, 4.070], [-0.746, -3.299, 2.347], [1.968, -4.311, 6.960], [3.067, -5.471, 6.449], [1.392, -5.448, 5.798], [3.117, -5.051, -2.342], [1.860, -4.454, -2.617], [1.077, -3.836, -1.370], [1.825, -2.804, -0.616], [-0.277, -3.348, -2.016], [-1.207, -2.526, -1.305], [0.613, -5.082, -0.482], [0.289, -6.350, -1.067], [3.266, -5.357, -1.303], [3.956, -4.447, -2.692], [3.192, -5.972, -2.927], [-0.999, -2.509, -0.230], [-2.194, -2.917, -1.521], [-1.094, -1.469, -1.550], [-0.735, -6.666, -0.884], [0.965, -7.143, -0.750], [0.394, -6.262, -2.150]], "lumo_ha": -0.134, "e_tot_ev": -111276.4185, "e_homo_ev": -12.2, "e_above_lowest_kj_mol": 96.8, "gap_ev": 8.5, "total_charge": 1}



Entry 3:
{"formula": "C15H46BN13O29P", "method": "ωB97M-V/def2-TZVPD", "species": ["O", "P", "C", "C", "O", "B", "O", "H", "H", "H", "H", "H", "H", "H", "C", "N", "O", "O", "H", "H", "H", "C", "N", "O", "O", "H", "H", "H", "C", "N", "O", "O", "H", "H", "H", "C", "N", "O", "O", "H", "H", "H", "C", "N", "O", "O", "H", "H", "H", "C", "N", "O", "O", "H", "H", "H", "C", "N", "O", "O", "H", "H", "H", "C", "N", "O", "O", "H", "H", "H", "C", "N", "O", "O", "H", "H", "H", "C", "N", "O", "O", "H", "H", "H", "C", "N", "O", "O", "H", "H", "H", "C", "N", "O", "O", "H", "H", "H", "C", "N", "O", "O", "H", "H", "H"], "positions_angstrom": [[3.526, 2.509, 1.599], [2.870, 3.631, 0.871], [1.423, 3.210, -0.145], [0.311, 4.256, -0.237], [-0.742, 3.516, -0.768], [-0.671, 2.152, -0.143], [0.791, 2.088, 0.375], [2.506, 4.700, 1.701], [3.741, 4.245, -0.054], [1.789, 3.029, -1.176], [0.561, 5.095, -0.899], [0.074, 4.630, 0.772], [-1.422, 2.039, 0.824], [-0.859, 1.279, -0.993], [2.851, -0.199, 0.767], [2.347, -1.401, 0.069], [1.518, -2.089, 0.633], [2.796, -1.637, -1.039], [2.318, -0.112, 1.705], [3.920, -0.337, 0.892], [2.640, 0.664, 0.149], [4.275, -3.753, -2.638], [5.501, -3.777, -3.481], [6.554, -3.448, -2.978], [5.366, -4.135, -4.636], [4.553, -3.425, -1.646], [3.576, -3.059, -3.094], [3.875, -4.758, -2.639], [1.629, -7.744, -3.046], [1.461, -6.510, -2.233], [1.408, -6.616, -1.025], [1.375, -5.464, -2.840], [1.674, -8.595, -2.379], [0.768, -7.795, -3.704], [2.537, -7.623, -3.629], [-0.464, -4.149, -0.506], [-1.636, -3.362, -0.037], [-1.896, -2.317, -0.582], [-2.249, -3.830, 0.909], [-0.026, -3.662, -1.368], [0.238, -4.187, 0.318], [-0.828, -5.141, -0.747], [1.540, 5.382, 5.546], [0.917, 5.724, 4.240], [0.722, 4.827, 3.458], [0.659, 6.901, 4.049], [1.710, 4.312, 5.562], [2.468, 5.942, 5.603], [0.853, 5.701, 6.325], [-3.506, 0.301, -1.702], [-4.206, 0.892, -2.872], [-4.575, 0.149, -3.767], [-4.395, 2.092, -2.876], [-3.427, -0.765, -1.867], [-2.530, 0.776, -1.606], [-4.107, 0.537, -0.834], [-2.279, -7.920, -0.059], [-1.314, -9.046, -0.195], [-1.308, -9.897, 0.667], [-0.583, -9.036, -1.166], [-2.855, -8.077, 0.844], [-1.698, -7.005, -0.005], [-2.901, -7.919, -0.948], [-5.581, 4.138, 0.109], [-4.816, 3.260, 1.038], [-4.238, 2.315, 0.547], [-4.822, 3.554, 2.215], [-5.452, 3.748, -0.894], [-6.619, 4.129, 0.423], [-5.176, 5.141, 0.206], [-2.645, 0.723, -6.580], [-1.512, -0.226, -6.756], [-1.468, -1.205, -6.044], [-0.706, 0.045, -7.625], [-3.288, 0.364, -5.785], [-2.219, 1.695, -6.347], [-3.164, 0.764, -7.534], [2.895, 8.354, 2.100], [3.711, 7.109, 2.142], [3.600, 6.394, 3.118], [4.420, 6.879, 1.187], [2.304, 8.399, 3.006], [3.587, 9.185, 2.004], [2.265, 8.286, 1.218], [3.582, -5.192, 1.106], [4.837, -5.585, 0.405], [5.893, -5.353, 0.949], [4.721, -6.095, -0.695], [3.852, -4.739, 2.052], [3.061, -4.489, 0.459], [2.985, -6.091, 1.223], [4.259, 0.066, 4.012], [4.015, -1.357, 3.635], [3.204, -1.995, 4.270], [4.638, -1.772, 2.678], [3.636, 0.296, 4.867], [5.318, 0.158, 4.236], [4.005, 0.681, 3.147], [-10.359, 5.187, 2.329], [-8.973, 5.292, 1.793], [-8.066, 5.416, 2.582], [-8.854, 5.245, 0.584], [-10.307, 5.243, 3.410], [-10.930, 6.006, 1.903], [-10.762, 4.237, 1.989]], "lumo_ha": 0.052, "e_tot_ev": -104981.8537, "e_homo_ev": -4.7, "gap_ev": 6.1, "total_charge": -1}



Entry 4:
{"formula": "C15H47N7O7P4", "method": "ωB97M-V/def2-TZVPD", "species": ["C", "N", "C", "P", "O", "N", "C", "C", "N", "C", "C", "H", "H", "H", "H", "H", "H", "H", "H", "H", "H", "H", "H", "H", "H", "H", "H", "H", "H", "C", "N", "C", "P", "O", "N", "C", "C", "N", "C", "C", "H", "H", "H", "H", "H", "H", "H", "H", "H", "H", "H", "H", "H", "H", "H", "H", "H", "H", "O", "P", "C", "O", "C", "C", "N", "P", "O", "O", "O", "H", "H", "H", "H", "H", "H", "H", "H", "H", "H", "H"], "positions_angstrom": [[1.436, 3.513, 1.425], [0.859, 2.247, 1.813], [1.551, 1.686, 2.966], [-0.759, 1.722, 1.618], [-1.296, 2.486, 2.840], [-1.703, 2.601, 0.479], [-1.224, 3.563, -0.486], [-3.030, 3.017, 0.938], [-0.187, 0.723, 0.289], [1.103, 0.723, -0.372], [-1.201, 0.014, -0.489], [2.495, 3.371, 1.181], [1.361, 4.269, 2.218], [1.007, 3.932, 0.523], [1.650, 0.599, 2.850], [1.014, 1.884, 3.899], [2.562, 2.084, 3.070], [-0.993, 4.529, -0.017], [-1.979, 3.748, -1.257], [-0.348, 3.205, -1.028], [-2.980, 3.937, 1.530], [-3.496, 2.240, 1.543], [-3.696, 3.193, 0.088], [1.257, 1.623, -0.975], [1.205, -0.135, -1.044], [1.931, 0.620, 0.330], [-1.466, 0.569, -1.393], [-2.110, -0.136, 0.099], [-0.856, -0.981, -0.780], [3.672, 0.143, -5.403], [3.026, -1.047, -4.899], [3.704, -1.548, -3.710], [1.377, -1.486, -5.028], [0.873, -0.614, -3.867], [0.459, -0.668, -6.232], [0.970, 0.168, -7.294], [-0.833, -0.134, -5.794], [1.826, -2.660, -6.260], [3.092, -2.832, -6.945], [0.736, -3.362, -6.931], [4.716, -0.084, -5.646], [3.656, 0.968, -4.678], [3.254, 0.509, -6.333], [3.735, -2.644, -3.731], [3.196, -1.236, -2.791], [4.738, -1.205, -3.653], [1.264, 1.159, -6.925], [0.210, 0.321, -8.067], [1.813, -0.290, -7.813], [-0.719, 0.834, -5.295], [-1.328, -0.822, -5.109], [-1.506, -0.003, -6.646], [3.296, -2.014, -7.642], [3.104, -3.761, -7.524], [3.929, -2.926, -6.255], [0.484, -2.885, -7.883], [-0.161, -3.377, -6.309], [0.993, -4.408, -7.123], [1.126, -2.146, 8.625], [0.373, -1.036, 7.875], [0.317, -1.316, 6.013], [-0.533, -0.353, 5.392], [-1.914, -0.811, 5.357], [-2.935, 0.184, 6.033], [-3.551, -0.289, 7.296], [-4.465, -1.737, 7.105], [-5.250, -1.759, 5.822], [-5.561, -1.766, 8.396], [-3.567, -3.145, 7.243], [0.920, 0.267, 8.113], [-0.961, -1.036, 8.380], [1.361, -1.099, 5.652], [0.109, -2.377, 5.732], [-2.185, -0.849, 4.266], [-1.964, -1.864, 5.725], [-2.345, 1.105, 6.297], [-3.711, 0.457, 5.284], [-2.895, -0.322, 8.074], [-5.028, -1.888, 9.201], [-3.025, -3.163, 8.046]], "lumo_ha": -0.024, "smiles": "CN(C)P(=O)(N(C)C)N(C)C.CN(C)P(=O)(N(C)C)N(C)C.O=[PH2]COCCNP(=O)(O)O", "e_tot_ev": -78232.0617, "e_homo_ev": -7.8, "e_above_lowest_kj_mol": 545.6, "gap_ev": 7.1, "total_charge": 0}



Entry 5:
{"formula": "C15H48BO9V", "method": "ωB97M-V/def2-TZVPD", "species": ["O", "V", "O", "B", "H", "H", "H", "H", "C", "O", "H", "H", "H", "H", "C", "O", "H", "H", "H", "H", "C", "O", "H", "H", "H", "H", "C", "C", "C", "O", "H", "H", "H", "H", "H", "H", "H", "H", "C", "C", "C", "O", "H", "H", "H", "H", "H", "H", "H", "H", "C", "C", "C", "O", "H", "H", "H", "H", "H", "H", "H", "H", "C", "C", "C", "O", "H", "H", "H", "H", "H", "H", "H", "H"], "positions_angstrom": [[-0.139, -23.871, -18.897], [-0.207, -25.383, -18.321], [0.979, -26.113, -19.093], [0.765, -25.101, -16.334], [0.841, -26.209, -16.556], [-0.303, -24.725, -16.353], [1.214, -24.841, -15.309], [1.355, -24.575, -17.149], [-3.348, -23.889, -18.554], [-2.500, -24.849, -17.920], [-4.326, -24.323, -18.778], [-3.476, -23.004, -17.932], [-2.916, -23.596, -19.509], [-2.746, -24.783, -16.969], [-0.935, -21.636, -16.299], [0.109, -22.218, -15.540], [-1.094, -20.628, -15.923], [-0.666, -21.589, -17.360], [-1.838, -22.254, -16.218], [0.199, -23.154, -15.771], [3.874, -23.356, -16.002], [3.852, -24.772, -15.794], [4.876, -22.963, -15.857], [3.507, -23.102, -17.001], [3.191, -22.908, -15.273], [2.929, -25.026, -15.936], [-2.952, -28.423, -16.575], [-1.494, -27.969, -16.664], [-0.544, -29.126, -16.433], [-1.266, -27.395, -17.973], [-3.155, -28.772, -15.565], [-3.061, -29.274, -17.257], [-3.638, -27.629, -16.866], [-1.368, -27.176, -15.924], [-0.924, -29.788, -15.651], [0.434, -28.795, -16.082], [-0.440, -29.731, -17.332], [-1.839, -27.834, -18.612], [-4.559, -22.841, -15.917], [-3.704, -23.547, -14.849], [-4.507, -24.101, -13.668], [-3.013, -24.636, -15.470], [-3.878, -22.184, -16.458], [-5.322, -22.258, -15.408], [-4.959, -23.589, -16.600], [-2.939, -22.833, -14.520], [-5.345, -24.683, -14.055], [-4.919, -23.261, -13.102], [-3.916, -24.704, -12.983], [-2.503, -25.103, -14.768], [2.163, -29.531, -18.700], [3.437, -28.688, -18.753], [3.614, -27.787, -17.551], [4.567, -29.564, -18.845], [2.104, -30.225, -19.540], [1.305, -28.856, -18.764], [2.095, -30.068, -17.752], [3.482, -28.097, -19.676], [4.040, -28.353, -16.720], [2.675, -27.337, -17.227], [4.298, -26.981, -17.812], [4.478, -30.147, -19.602], [-1.641, -27.375, -12.572], [-0.550, -26.345, -12.822], [0.804, -26.995, -12.994], [-0.926, -25.587, -13.976], [-2.663, -26.993, -12.535], [-1.467, -27.896, -11.628], [-1.666, -28.113, -13.382], [-0.541, -25.683, -11.950], [1.076, -27.701, -12.214], [1.515, -26.166, -12.911], [0.918, -27.422, -13.991], [-0.256, -25.630, -14.674]], "lumo_ha": -0.030, "e_tot_ev": -61122.3004, "e_homo_ev": -9.5, "gap_ev": 8.7, "total_charge": 0}